(1)
DFT (the ωB97M-V functional and the def2-TZVPD basis) results for C27H33F6IrO6 as an isolated structure.

XYZ file:
```
73
Properties=species:S:1:pos:R:3:mulliken_charge:R:1
C -0.14247 -0.14895 -6.23589 2.754
C -0.64327 -1.14468 -5.16072 -2.215
C -0.31689 1.28507 -5.65645 -2.486
C -1.43732 1.14456 -4.61186 0.426
H -0.55339 1.97993 -6.46838 0.405
H 0.62078 1.58580 -5.16349 0.500
C -1.13891 -0.27917 -3.99225 0.998
H 0.20195 -1.78080 -4.86553 0.562
H -1.45367 -1.77653 -5.55406 0.253
C -0.01440 -0.28303 -2.94375 -1.911
H -2.05602 -0.67987 -3.52897 0.966
H -2.39413 1.03086 -5.15083 0.619
C -1.61998 2.23466 -3.63792 0.260
C 1.31019 -0.32697 -6.62157 -0.518
C -0.83193 -0.29324 -7.60764 0.772
O -1.57952 0.58415 -7.99896 -0.619
O 2.12647 -1.02113 -6.03335 -0.606
O 1.60653 0.36650 -7.73114 -0.244
O -0.54000 -1.33699 -8.42294 -0.374
C 0.05656 -2.60975 -8.04311 -0.503
H -0.02322 -2.84171 -6.97273 0.273
H 1.10451 -2.62062 -8.37414 0.180
H -0.50857 -3.34022 -8.62774 0.308
C 2.96929 0.25541 -8.14083 -0.789
H 3.62351 0.73540 -7.40262 0.301
H 3.01113 0.77181 -9.09792 0.254
H 3.25688 -0.79743 -8.24851 0.313
O -0.39668 0.43012 -1.80611 -0.870
H 0.93622 0.13885 -3.35849 -0.147
H 0.24356 -1.34732 -2.68749 0.566
C -2.96201 2.48776 -3.09802 -1.540
C -0.50877 3.10267 -3.25633 -0.887
H -0.03130 3.58536 -4.12437 0.230
H 0.25922 2.51914 -2.71664 -0.028
H -0.86070 3.88247 -2.56637 0.387
H -2.90218 2.76500 -2.03436 0.138
H -3.61331 1.61011 -3.20272 0.399
H -3.44606 3.33192 -3.62100 0.347
Ir 0.23816 -0.46782 0.04007 2.213
C -1.44513 -0.77815 1.44556 -0.107
C -1.96751 -0.71728 0.12001 -0.615
C -1.39911 -1.79660 -0.63054 -0.319
H -2.66481 0.02808 -0.24392 0.413
C -0.44543 -2.47298 0.20393 -0.932
C -0.49413 -1.84437 1.50748 -1.064
H 0.07402 -2.13069 2.38520 0.580
H -1.71792 -0.12490 2.25726 0.679
H -1.61577 -2.04094 -1.66298 0.807
H 0.18811 -3.29917 -0.09924 0.446
C 1.74735 1.22649 0.46104 -0.619
C 1.81770 0.14063 1.39797 -0.487
C 2.14979 -1.05812 0.66063 -0.681
H 1.67495 0.21846 2.47077 0.494
C 2.25753 -0.69896 -0.73186 -0.557
C 2.03593 0.71867 -0.83475 -1.015
H 2.06556 1.32015 -1.73691 0.758
H 1.49796 2.25397 0.66660 0.670
H 2.28438 -2.05454 1.07569 0.589
H 2.47791 -1.37780 -1.55504 0.478
C -0.00006 3.85402 1.88020 -2.323
C -1.09416 2.78078 1.78681 1.009
O -0.84864 1.85306 0.89033 -0.218
C -1.28291 2.20971 3.27366 0.151
F -1.18485 3.19353 4.20616 -0.340
F -2.46312 1.57208 3.46902 -0.286
F -0.28638 1.30523 3.54311 -0.207
C -2.46175 3.47651 1.29482 0.515
F -2.88195 4.43473 2.16831 -0.318
F -2.25090 4.08524 0.08931 -0.257
F -3.47041 2.58873 1.11951 -0.269
H 0.88090 3.41545 2.36077 0.505
H -0.35972 4.71391 2.45071 0.417
H 0.28682 4.15698 0.87086 0.415
```

Output
**LUMO (alpha / beta)**: 0.0844 / 0.0724 Ha
**Multiplicity**: 6
**Charge**: -1
**HOMO-LUMO gap (alpha / beta)**: 4.162 / 6.998 eV
**HOMO level (alpha / beta)**: -1.87 / -5.03 eV

***

(2)
DFT (the ωB97M-V functional and the def2-TZVPD basis) results for C27H33FN7S4SiTi as an isolated structure.

XYZ file:
```
74
Properties=species:S:1:pos:R:3:mulliken_charge:R:1
Ti 0.42286 0.11415 0.06324 -1.297
C 0.57802 -4.05914 -0.11145 -1.777
C 0.17530 -2.62776 -0.28431 0.782
N 0.27570 -1.76252 0.74940 1.172
N 0.82016 -2.28548 1.91087 -0.857
C 0.23249 -2.29136 3.12069 0.318
N 1.12465 -2.51877 4.14761 -0.565
S -1.39486 -2.21500 3.40833 -0.383
C -0.35727 -2.09326 -1.47466 0.812
C -0.64848 -2.85075 -2.62919 -1.102
C -1.20775 -2.25394 -3.72758 -1.021
C -1.48605 -0.88226 -3.68165 -1.506
C -1.18206 -0.18814 -2.53106 -0.318
N -0.62436 -0.73291 -1.44279 1.958
H 0.11834 -4.46236 0.79295 0.314
H 1.66354 -4.15423 -0.00830 0.198
H 0.26585 -4.66444 -0.95717 0.498
H 1.80594 -2.50734 1.87441 0.155
H 2.01525 -2.04463 4.08155 0.147
H 0.68117 -2.44447 5.04693 0.287
H -0.43650 -3.90979 -2.64432 0.244
H -1.43496 -2.83787 -4.61053 0.397
H -1.90726 -0.35794 -4.52757 0.572
H -1.39764 0.86778 -2.48757 0.682
C 4.40912 1.62890 1.22670 -1.239
Si 3.27177 0.20000 1.72882 0.920
C 3.67025 -1.29962 0.61612 -1.327
C 3.88991 -0.36921 3.45876 -1.710
N 1.59033 0.54212 1.69372 0.855
C 0.91084 1.25646 2.63803 1.209
C 1.48461 2.01154 3.68278 -0.877
C 0.71125 2.65715 4.63208 -0.950
C -0.67473 2.60262 4.58927 -0.633
C -1.28339 1.89609 3.55937 -1.002
C -0.49606 1.26487 2.63434 0.127
F -1.13274 0.56864 1.61332 0.453
H 5.45100 1.29756 1.20127 0.351
H 4.33624 2.46639 1.92547 0.319
H 4.14006 1.99346 0.23414 0.255
H 4.07332 -2.14451 1.18210 0.399
H 4.42142 -1.01527 -0.12334 0.438
H 2.80231 -1.63760 0.04807 0.212
H 4.87807 0.05106 3.66267 0.354
H 3.99435 -1.45649 3.51568 0.459
H 3.22643 -0.04234 4.26316 0.516
H 2.56419 2.08897 3.72304 0.338
H 1.19786 3.21783 5.42204 0.393
H -1.27701 3.09534 5.34034 0.376
H -2.35960 1.81883 3.47639 0.458
S 2.15461 0.40610 -1.59276 -0.529
C 1.30949 1.55242 -2.61976 0.640
C 1.55602 1.54955 -3.99541 -0.735
C 0.92755 2.44435 -4.84415 -0.664
C 0.05911 3.39434 -4.32156 -0.591
C -0.19543 3.41493 -2.96016 -0.518
C 0.39264 2.48812 -2.09433 0.099
S -0.07626 2.47027 -0.40068 -0.550
H 2.24861 0.81270 -4.38344 0.441
H 1.11163 2.39595 -5.91123 0.354
H -0.42472 4.11359 -4.97224 0.363
H -0.87245 4.14944 -2.53948 0.438
C -5.82474 -1.24805 -1.92583 -0.954
N -4.90881 -0.18025 -1.62412 0.214
C -4.93665 1.10030 -2.15661 -0.490
C -3.93484 1.79352 -1.58955 -0.551
N -3.30195 0.94525 -0.70568 0.300
C -3.87754 -0.29015 -0.72105 0.144
S -3.45211 -1.63239 0.15900 -0.547
H -5.67634 -1.62246 -2.94071 0.307
H -6.85623 -0.91049 -1.81357 0.361
H -5.61706 -2.04830 -1.21761 0.276
H -5.66632 1.39346 -2.89035 0.475
H -3.60495 2.80714 -1.73227 0.449
H -2.43512 1.17027 -0.22858 -0.140
```

Output
**LUMO (alpha / beta)**: 0.0982 / 0.0982 Ha
**Multiplicity**: 1
**Charge**: -1
**HOMO-LUMO gap (alpha / beta)**: 5.483 / 5.479 eV
**HOMO level (alpha / beta)**: -2.81 / -2.81 eV

***

(3)
DFT (the ωB97M-V functional and the def2-TZVPD basis) results for C27H33IrN2 as an isolated structure.

XYZ file:
```
63
Properties=species:S:1:pos:R:3:mulliken_charge:R:1
C -2.36626 -0.15646 -0.41938 0.410
C -1.74461 -1.44251 -0.35896 0.392
C -0.75893 -1.52328 -1.37418 0.509
C -0.77642 -0.29354 -2.11831 0.517
C -1.79833 0.56712 -1.53817 0.959
Ir -0.19661 0.50275 -0.22004 0.986
C 2.83384 -0.04651 -0.22881 2.644
C 1.72846 0.98961 0.06773 -0.777
H 1.85780 1.47898 1.03931 0.883
C 1.15727 1.80843 -0.99765 -2.153
H 1.47940 1.61460 -2.02184 0.301
H 0.90286 2.85510 -0.82265 0.281
C 4.19522 0.39839 0.33301 -1.795
H 4.18861 0.44982 1.42879 0.399
H 4.96524 -0.32989 0.03408 0.408
H 4.47706 1.37997 -0.07023 0.459
C 3.04640 -0.24552 -1.73322 -2.350
H 2.12755 -0.58318 -2.22652 0.465
H 3.36903 0.70371 -2.17905 0.536
H 3.83060 -0.98767 -1.93768 0.437
C -2.16067 -2.54098 0.55549 -1.859
H -2.26828 -2.16328 1.58009 0.293
H -3.13034 -2.96934 0.25840 0.339
H -1.42799 -3.35284 0.57102 0.464
C 0.02712 -2.74071 -1.73973 -1.580
H 0.31710 -3.29104 -0.83925 0.226
H -0.56145 -3.42125 -2.37535 0.376
H 0.94022 -2.48193 -2.28762 0.337
C -0.14488 -0.05536 -3.45672 -1.405
H 0.67269 -0.75496 -3.63995 0.461
H -0.89422 -0.20891 -4.24472 0.332
H 0.22470 0.96835 -3.54394 0.326
C -2.22992 1.89966 -2.04718 -1.400
H -1.43143 2.35514 -2.63893 0.358
H -3.12644 1.83074 -2.67349 0.332
H -2.45830 2.56494 -1.20664 0.309
C -3.59670 0.25688 0.30327 -1.220
H -3.67675 1.34304 0.34641 0.354
H -4.48335 -0.12838 -0.21380 0.337
H -3.60462 -0.14089 1.31833 0.409
C 1.39716 -1.42291 1.34237 0.267
C 2.45725 -1.37672 0.44849 0.196
C 0.95813 -2.63679 1.87285 -0.976
C 3.17214 -2.54991 0.17328 -0.278
H 0.81899 -0.50391 1.57832 0.746
C 1.65849 -3.80992 1.58415 -0.642
H 0.07931 -2.64046 2.51906 0.494
C 2.77466 -3.75986 0.74013 -0.921
H 4.02929 -2.51540 -0.50501 0.347
H 1.32602 -4.75674 2.00651 0.400
H 3.31933 -4.67086 0.48589 0.375
N -4.68453 2.34924 4.33130 -0.423
C -3.70813 2.48149 3.69522 -0.045
C -2.51952 2.72348 2.90235 0.415
C -2.15287 4.04189 2.61454 -0.714
C -0.98033 4.24532 1.90540 -0.716
C -0.23509 3.12811 1.50583 -0.667
N -0.75554 1.88777 1.49229 -0.101
C -1.79089 1.66457 2.34291 -0.265
H -2.78054 4.87771 2.92646 0.467
H -0.61443 5.23203 1.64493 0.478
H 0.78515 3.26635 1.13555 0.529
H -2.05873 0.63671 2.57527 0.736
```

Output
**LUMO (alpha / beta)**: -0.1177 / -0.2628 Ha
**Multiplicity**: 6
**Charge**: +1
**HOMO-LUMO gap (alpha / beta)**: 5.605 / 4.758 eV
**HOMO level (alpha / beta)**: -8.81 / -11.91 eV

***

Number 1: maximum force 6.41 eV/A. Number 2: maximum force 2.08 eV/A. Number 3: maximum force 5.60 eV/A.